{
  "formula": "C2H3FNP",
  "method": "the ωB97M-V functional and the def2-TZVPD basis",
  "symbols": ["C", "C", "N", "F", "P", "H", "H", "H"],
  "positions_angstrom": [[-0.2885, -0.4519, -0.5531], [0.5928, -1.0403, 0.8290], [-0.5649, 0.8241, -0.4352], [-0.5760, -3.1406, -0.0729], [0.5177, -2.7338, 1.0917], [-0.6402, -0.7711, -1.7022], [1.2897, -0.2210, 1.0370], [-0.2206, 1.1208, 0.5782]],
  "relative_energy_kj_mol": 127.7,
  "e_lumo_ev": -0.561,
  "smiles": "[H]/N=C\\C=P/F",
  "total_charge": 0,
  "energy_ha": -573.88433,
  "homo_energy_ev": -9.73
}